(1)
87
Properties=species:S:1:pos:R:3 method="wB97M-V/def2-TZVPD" s_squared=15.759 gap_ev="4.1592 / 8.1772" lumo_energy_ev="-0.64 / -0.64" de_lowest_kcal_mol=19.8 energy_ha=-3307.0747 spin_multiplicity=8
C -2.70 1.95 -5.16
H -3.48 4.24 1.72
C -2.06 2.76 1.10
O 0.04 -0.18 -2.21
H 3.23 -2.17 1.04
O -2.71 0.67 -5.50
N 0.01 -2.36 -0.26
H -1.47 -3.71 -0.96
C -1.75 4.17 2.99
H 0.89 2.18 2.33
C -0.49 3.60 3.18
C -2.03 2.31 -3.88
N 2.44 -0.97 -0.50
H 3.43 3.48 0.54
H -2.67 2.38 0.29
H 0.83 3.64 -0.68
H 1.75 -1.75 -2.31
O -1.59 -0.73 -3.60
C 2.44 -0.29 2.69
H -3.64 -1.55 1.10
H -1.91 -1.24 3.64
H -0.97 -2.45 -2.12
C -0.96 0.08 -2.93
H 0.96 -3.89 -1.41
C 0.10 -0.58 3.26
H 0.50 -1.08 4.15
C -2.36 -1.78 -0.63
O -3.23 2.80 -5.84
N -1.34 3.55 -2.16
H 4.21 3.94 5.26
C 1.60 4.05 4.58
H -2.20 -0.74 -0.94
N -1.68 -0.84 1.56
Eu 0.29 0.47 -0.20
H -0.21 -2.71 0.67
H 1.71 -3.54 0.15
N -0.87 2.18 1.27
H -0.14 0.45 3.54
C 3.60 3.55 1.61
H 1.91 4.35 5.57
H 3.12 -2.66 -1.64
C -1.80 5.74 -1.17
H 6.09 3.51 3.64
F 1.83 1.77 -0.29
C -2.60 -1.79 0.88
H -2.31 0.05 -4.83
H -2.42 -2.79 1.27
C -1.96 3.60 -3.36
C -2.52 3.78 1.91
H 3.27 0.86 1.06
H -0.93 -2.38 2.74
H 0.13 7.53 0.96
N 4.85 3.45 2.02
N 1.08 -0.54 2.17
H -1.99 7.67 -0.30
H -3.25 -2.13 -1.14
H -2.12 4.92 3.68
H 1.12 -1.49 1.78
C -0.19 6.70 0.35
C -1.18 -2.66 -1.06
H 2.75 -1.14 3.32
H 4.45 -1.32 0.09
H 4.45 -0.03 2.02
H 2.79 -0.20 -1.07
C 3.45 -1.22 0.53
N -0.97 2.28 -1.88
C 1.22 -3.08 -0.71
C -0.09 2.62 2.27
C 4.03 3.81 4.21
H 1.50 5.47 0.81
C -1.37 1.53 -2.91
H -0.36 4.24 5.20
C 0.20 4.52 -0.58
C -1.38 6.79 -0.36
C -1.17 -1.32 2.84
C 3.46 -0.09 1.57
H 2.41 0.60 3.31
C 2.20 -2.12 -1.38
C 0.59 5.56 0.25
C 2.73 3.84 3.69
Cl -2.50 5.02 -4.11
C 0.28 3.97 4.36
C -0.99 4.61 -1.29
N 2.54 3.72 2.37
H -2.73 5.81 -1.71
H -2.20 0.02 1.74
C 5.06 3.58 3.32

(2)
24
Properties=species:S:1:pos:R:3 method="wB97M-V/def2-TZVPD" total_charge=+1 gap_ev="7.9363 / 8.4852" lumo_energy_ev="-3.91 / -3.55" de_lowest_kcal_mol=152.4 energy_ha=-619.1277
C 0.63 0.87 0.28
H -1.19 3.06 -1.17
H 2.56 1.47 1.01
N 1.57 1.25 1.32
H -3.56 0.43 0.65
H 1.11 -2.52 -0.14
C 0.80 -0.46 -0.43
Si -3.74 -1.01 0.19
H -0.28 -1.82 0.85
H 2.86 -1.28 -1.08
C -0.82 2.07 -1.11
H -4.00 -1.80 1.35
C 0.79 -1.65 0.51
H -2.32 -1.16 -0.10
H -4.88 -1.21 -0.67
O 0.04 1.95 -0.19
C 2.29 -0.32 -1.02
H 2.83 0.41 -0.46
H -1.19 1.24 -1.55
H 1.48 -1.47 1.29
H 0.97 2.06 1.68
H 0.25 -0.76 -1.33
H 2.18 0.07 -2.04
H 1.63 0.58 2.14

(3)
54
Properties=species:S:1:pos:R:3 method="wB97M-V/def2-TZVPD" total_charge=-2 gap_ev=6.7204 lumo_energy_ev=4.58 de_lowest_kcal_mol=12.9 energy_ha=-2386.9220
F 2.38 0.44 -1.92
C -0.11 -5.20 -0.01
H 0.08 -5.91 -0.83
H -1.29 -0.56 3.75
H 2.85 7.71 -3.87
H -1.99 0.98 3.24
H 2.82 4.63 -0.88
H -3.07 2.80 0.20
H 0.53 7.07 -4.57
C 0.27 0.39 1.55
C -0.93 4.98 -3.35
C 2.66 -4.17 -0.20
B 2.93 -0.04 -0.73
H -3.33 1.29 -0.68
F -3.10 -1.59 -1.58
H 0.29 1.77 3.18
O 2.92 -1.54 -0.72
O -1.19 3.96 -2.52
H 3.96 6.48 -2.04
H -3.19 2.81 -1.56
H 3.60 -3.66 -0.43
O -2.79 -1.36 0.76
O 2.22 0.54 0.45
O -1.41 2.05 -0.80
O -1.74 5.36 -4.17
H 2.60 -5.10 -0.76
N -0.83 -2.96 -0.69
Tl -0.54 -0.13 -1.83
S 0.00 3.56 -1.35
C 2.95 6.21 -2.33
C -1.13 -0.14 1.64
C -2.78 2.24 -0.71
F 4.26 0.33 -0.59
B -3.07 -2.30 -0.37
C 0.91 0.97 2.78
H 1.01 0.21 3.56
C 0.12 -3.79 -0.47
N 0.89 0.22 0.45
O -2.09 -3.42 -0.44
H 2.65 -4.42 0.86
C 1.51 -3.26 -0.56
H -1.15 -5.31 0.30
C 1.04 6.56 -3.76
H -2.82 -0.54 2.85
N -1.59 -0.72 0.61
N 1.65 -2.02 -0.83
H 0.55 -5.47 0.81
C 2.32 6.91 -3.37
H 1.89 1.35 2.53
C 2.31 5.17 -1.67
C -1.85 -0.07 2.95
C 1.01 4.82 -2.06
C 0.41 5.51 -3.09
F -4.30 -2.88 -0.08

(4)
212
Properties=species:S:1:pos:R:3 method="wB97M-V/def2-TZVPD" s_squared=0.754 gap_ev="7.7497 / 3.6489" lumo_energy_ev="-1.44 / -5.53" energy_ha=-7910.7768 spin_multiplicity=2
H -21.28 21.38 -8.23
H -12.70 18.40 -7.43
C -19.50 14.75 -15.81
F -9.93 14.08 -12.49
F -12.58 20.01 -17.09
C -14.87 13.14 -15.41
H -20.44 23.94 -11.82
H -24.77 23.08 -11.23
C -15.03 11.85 -14.54
H -15.31 16.19 -17.28
H -16.06 22.23 -11.79
H -24.24 24.32 -12.28
C -20.86 20.90 -11.51
H -17.88 14.25 -14.54
H -19.05 19.11 -9.67
F -9.41 19.85 -12.30
C -11.33 20.04 -7.15
F -8.43 14.66 -13.91
H -12.59 16.18 -13.94
P -14.23 20.25 -6.90
H -23.29 21.42 -12.82
P -10.89 19.89 -11.85
F -13.55 15.54 -9.62
H -21.63 10.77 -12.62
F -9.71 18.70 -17.86
H -16.60 19.51 -9.85
C -14.12 21.29 -8.44
H -15.71 17.31 -15.18
H -13.62 16.01 -17.67
H -8.87 18.39 -5.68
C -14.31 16.53 -17.01
H -21.57 15.07 -15.04
F -9.53 14.09 -15.68
H -14.44 23.03 -12.01
H -19.17 9.80 -11.86
H -15.50 21.62 -5.46
C -19.49 12.77 -14.35
H -23.07 20.43 -9.84
C -14.48 16.93 -13.35
H -15.62 23.95 -10.03
P -18.80 11.88 -12.87
C -25.68 22.84 -13.22
H -18.74 15.37 -16.28
H -14.49 18.92 -12.47
H -16.05 18.24 -12.54
H -15.86 22.64 -8.14
C -10.08 19.28 -7.22
H -19.06 22.65 -9.98
H -17.91 14.39 -11.63
F -15.65 15.63 -10.71
H -19.79 13.91 -16.44
C -19.37 12.80 -11.43
H -16.76 11.54 -12.01
C -22.82 8.48 -13.71
H -14.42 11.01 -14.87
H -17.53 26.13 -11.20
P -22.05 22.14 -11.08
C -19.44 10.27 -12.81
F -11.32 20.12 -13.39
C -18.32 18.72 -8.96
H -17.95 13.89 -9.29
F -18.81 19.86 -17.68
P -17.75 18.71 -18.10
H -19.20 12.16 -15.20
H -13.57 22.98 -6.00
H -20.04 14.20 -7.79
H -14.60 20.44 -4.61
H -24.18 21.50 -7.23
H -23.11 7.44 -13.55
C -16.84 18.55 -9.40
F -16.64 19.62 -17.43
O -14.05 16.31 -15.63
H -20.73 16.50 -14.93
H -26.00 24.41 -14.57
P -14.72 14.44 -10.01
H -19.95 23.47 -8.77
F -12.43 19.73 -11.43
H -13.47 21.70 -2.70
H -13.03 15.72 -12.39
C -20.16 20.94 -12.90
H -14.67 21.40 -11.36
H -20.77 20.52 -13.69
H -11.50 20.49 -8.12
H -20.45 12.85 -11.52
H -15.26 21.95 -2.70
C -20.81 23.65 -10.84
H -19.10 12.16 -10.58
H -20.58 12.69 -14.28
H -17.12 11.29 -15.00
H -16.64 17.80 -10.16
C -14.68 17.25 -14.85
H -10.95 20.79 -6.45
F -13.82 13.22 -9.32
H -16.49 10.14 -14.02
H -23.57 9.15 -13.29
H -20.86 15.11 -9.08
F -10.38 15.63 -14.07
H -17.77 24.61 -9.46
F -19.02 18.09 -18.85
H -10.07 19.36 -5.04
H -15.88 17.24 -7.86
H -13.79 13.29 -15.36
C -9.93 18.61 -5.82
C -13.61 22.35 -5.11
C -23.17 22.44 -12.48
H -10.50 17.70 -5.66
F -9.26 12.54 -14.15
H -16.56 12.96 -12.89
C -21.55 8.65 -12.92
C -15.07 22.41 -11.37
F -10.99 20.67 -18.53
H -18.75 17.74 -8.77
H -12.60 21.99 -4.93
H -24.62 23.40 -15.10
H -20.59 13.42 -9.31
H -14.15 23.51 -9.76
C -18.38 19.88 -14.33
H -15.85 18.73 -6.07
H -19.18 25.58 -9.26
F -10.77 18.30 -12.07
H -22.29 22.83 -8.02
H -16.50 19.92 -7.18
C -14.50 21.19 -5.40
C -22.91 21.48 -9.60
C -14.28 22.43 -2.67
H -21.69 8.31 -11.90
C -16.44 11.22 -14.15
C -14.02 23.24 -3.96
C -18.86 14.25 -11.12
H -13.24 21.92 -8.45
H -25.73 21.75 -13.14
P -9.86 14.05 -14.09
H -24.21 19.29 -7.64
C -23.41 19.65 -7.00
H -15.02 16.02 -13.08
F -18.12 17.93 -16.70
H -14.40 23.13 -1.84
H -18.48 19.28 -8.04
C -15.71 19.19 -7.05
C -15.08 23.00 -10.00
F -10.45 20.14 -16.30
F -15.74 13.31 -10.48
H -19.15 19.31 -14.84
H -19.15 26.27 -11.34
H -13.88 20.63 -9.27
C -22.31 21.76 -8.20
C -15.78 18.25 -8.26
C -18.41 25.49 -11.19
H -21.59 24.37 -10.60
H -19.49 15.03 -11.55
H -13.38 24.09 -3.73
C -15.41 21.98 -8.89
H -14.28 17.56 -17.36
H -15.40 13.99 -14.98
H -18.93 19.33 -12.36
C -20.94 10.08 -13.11
H -12.37 17.15 -12.70
C -18.78 14.51 -9.62
H -18.33 24.76 -11.99
C -25.60 23.40 -14.63
H -14.25 18.25 -14.95
C -15.01 17.98 -12.33
F -10.40 19.69 -10.32
H -10.03 18.54 -8.02
C -20.15 14.31 -8.87
C -23.15 21.20 -7.07
H -22.68 8.71 -14.76
F -16.80 17.53 -18.70
H -14.88 17.52 -11.34
H -21.11 10.29 -14.16
F -11.02 21.52 -11.57
H -15.06 12.99 -16.47
C -20.78 15.62 -15.57
H -18.13 20.86 -12.34
H -15.02 23.61 -4.17
H -23.57 19.28 -5.99
H -9.20 19.86 -7.50
C -19.64 23.56 -9.81
F -15.40 14.62 -8.51
C -18.96 14.15 -14.57
H -17.52 19.21 -14.41
F -11.97 18.67 -18.71
H -23.91 21.90 -9.72
H -18.81 9.83 -13.58
H -14.49 12.06 -13.62
H -22.79 21.38 -6.05
H -22.65 22.85 -13.35
F -17.56 19.48 -19.51
F -11.45 18.15 -16.57
H -26.26 22.86 -15.31
H -14.75 18.23 -8.61
H -21.18 19.89 -11.23
H -18.47 15.52 -9.33
P -11.16 19.37 -17.54
H -19.96 21.99 -13.12
H -21.26 16.01 -16.46
C -12.65 19.24 -6.73
H -12.62 18.79 -5.73
H -20.01 21.03 -10.84
F -13.97 14.42 -11.36
H -22.53 19.14 -7.40
H -19.40 14.69 -13.73
H -16.18 21.26 -9.14
H -26.62 23.05 -12.72
C -18.76 24.79 -9.88
H -20.77 7.93 -13.18
H -18.03 20.73 -14.92
C -24.49 23.26 -12.26
F -11.46 13.57 -14.22
N -13.01 16.46 -13.07
C -18.81 20.25 -12.94
C -17.04 11.99 -12.96

(5)
22
Properties=species:S:1:pos:R:3 method="wB97M-V/def2-TZVPD" total_charge=-1 s_squared=0.752 gap_ev="2.5221 / 8.6329" lumo_energy_ev="3.82 / 3.77" de_lowest_kcal_mol=22.5 energy_ha=-350.2414 spin_multiplicity=2
H 1.73 -0.84 1.54
H 1.32 3.30 -0.29
H -1.20 -2.93 1.12
C 0.02 -1.36 0.36
C 0.78 -1.35 1.46
O 1.73 3.75 0.47
C -1.18 -2.26 0.25
H -2.10 0.42 0.48
H -1.83 2.20 0.33
H 1.57 -1.75 -1.75
C 1.01 -0.83 -1.83
H -2.15 -1.75 0.30
H -0.82 1.12 -1.70
C 0.22 -0.47 -0.81
H 0.57 -2.03 2.28
H 0.58 1.56 -0.64
C -0.33 0.96 -0.74
H 2.29 3.06 0.85
H 1.12 -0.25 -2.74
H -1.13 -2.94 -0.60
H -0.84 1.16 1.30
C -1.36 1.21 0.35

(6)
61
Properties=species:S:1:pos:R:3 method="wB97M-V/def2-TZVPD" s_squared=0.790 gap_ev="6.8618 / 6.1168" lumo_energy_ev="0.17 / 0.19" energy_ha=-3175.7562 spin_multiplicity=2
C -1.75 -4.71 2.73
H 1.04 -5.94 1.27
H -2.76 -1.33 -4.87
C -0.04 -4.21 0.61
C -0.59 -0.79 3.67
C -1.99 -3.63 1.89
C 1.21 -1.72 2.59
C 2.63 5.71 -0.06
C -2.69 -0.92 0.43
C -4.03 -1.27 0.30
H -2.42 -4.89 3.57
H -4.32 -2.19 -0.18
H -2.29 -4.56 -1.16
H 0.64 -4.01 -0.21
H -0.78 -1.12 5.76
N 0.09 -0.98 2.53
H -0.48 -6.38 3.17
C -4.99 -0.41 0.82
C 0.99 -2.04 4.94
H 3.63 6.79 1.50
H -1.78 -0.60 -2.73
H 1.71 -1.91 1.65
N 0.50 1.89 1.70
O 0.30 1.91 -0.51
C 2.70 5.02 2.26
H -2.99 2.09 1.94
C 1.53 3.71 0.60
C -1.97 -2.53 -1.80
C 0.19 -5.29 1.44
C 3.04 5.92 1.26
C -4.61 0.78 1.42
H -1.48 -0.18 3.58
C 1.95 3.92 1.90
H 3.01 5.17 3.29
C -2.39 -3.85 -1.97
C -2.28 0.29 0.99
O 2.43 1.73 3.30
P -1.29 -1.89 -0.24
C -2.65 -2.04 -4.06
H 2.91 6.43 -0.81
H 1.54 4.43 -1.42
V -0.24 0.17 0.85
C 1.70 -2.25 3.77
C -3.27 1.14 1.49
H 1.34 -2.44 5.88
H -3.50 -3.67 -5.17
C -1.14 -3.37 0.82
C -3.07 -3.35 -4.22
H -2.84 -2.98 2.07
C -2.10 -1.63 -2.86
C 0.72 2.47 0.52
H -6.04 -0.68 0.76
C -2.93 -4.26 -3.18
H -3.26 -5.28 -3.30
H 2.62 -2.82 3.76
H -5.37 1.45 1.82
C -0.67 -5.54 2.51
C 1.87 4.60 -0.40
O 0.48 3.07 3.94
C -0.19 -1.31 4.88
S 1.34 2.58 2.91

(7)
31
Properties=species:S:1:pos:R:3 method="wB97M-V/def2-TZVPD" gap_ev=5.7525 lumo_energy_ev=-2.13 de_lowest_kcal_mol=73.5 energy_ha=-1269.9189
C -0.77 -2.65 3.28
H 3.27 4.00 -2.20
C -1.85 -2.88 1.19
C 2.38 3.78 -2.66
C 1.60 2.75 -2.10
C -0.86 -2.33 1.95
H 0.12 4.63 -5.12
O 1.86 -0.77 3.25
C 1.07 1.04 -0.68
C 1.85 4.50 -3.76
S -0.22 0.91 -1.93
C -1.81 -3.30 4.00
H 2.14 0.45 1.02
C 0.90 -1.52 3.01
H 0.26 -1.43 -0.35
H 2.53 5.19 -4.24
H -3.83 -4.27 3.53
C 0.56 4.12 -4.31
N 2.01 1.96 -0.95
N 1.42 0.15 0.30
N 0.19 -2.15 3.96
C -2.94 -3.54 1.78
H -3.78 -3.83 1.20
C 0.24 -1.53 1.72
H -0.89 2.45 -4.21
H -1.78 -3.51 5.04
H -1.75 -2.71 0.09
N 0.69 -1.08 0.50
C -0.04 2.97 -3.81
C 0.39 2.34 -2.72
C -2.95 -3.73 3.22

The records above yield molar mass values of 820.138 134.275 713.415 1593.270 114.188 573.510 294.339 Da, respectively.